63
Properties=species:S:1:pos:R:3:lowdin_charge:R:1 method="wB97M-V/def2-TZVPD" mol_weight_g_mol=699.1 charge=+2 relative_energy_ev=0.2175 energy_ev=-119948.103 orbital_gap_ev=7.9733 homo_energy_ha=-0.49738
Hf 0.08559 0.02496 0.53688 1.533
C 3.07972 3.08968 -0.08262 -0.149
Si 1.78838 2.55085 1.13750 0.415
C 2.26005 0.83724 1.85788 -0.187
C 1.52050 3.75472 2.51333 -0.140
N 0.26949 2.07512 0.42018 -0.228
C -0.87089 2.88081 0.26745 -0.311
C -0.93967 4.11768 -0.36322 -0.007
C -2.15232 4.79472 -0.41747 -0.052
C -3.30313 4.25827 0.14478 -0.054
C -3.26186 3.02078 0.78043 0.003
C -2.04723 2.39305 0.80373 -0.214
F -1.89416 1.14167 1.42274 -0.080
H 4.08577 2.83041 0.25600 0.046
H 3.05680 4.17283 -0.21983 0.046
H 2.91156 2.62649 -1.05658 0.018
H 3.11752 0.92385 2.52888 0.077
H 2.57501 0.07081 1.13508 0.022
H 1.48136 0.44422 2.54244 0.041
H 2.47170 4.10941 2.91570 0.050
H 0.94513 3.31769 3.33154 0.047
H 0.97204 4.62754 2.15110 0.045
H -0.04846 4.54357 -0.80768 0.123
H -2.19850 5.75782 -0.90699 0.118
H -4.23634 4.80099 0.09513 0.118
H -4.13450 2.58548 1.24765 0.126
C -0.37736 -3.61510 2.26765 0.050
C -0.07112 -2.27718 1.70479 -0.632
O -0.71360 -1.22811 2.09396 -0.127
O 0.82510 -2.09627 0.82973 -0.103
H -1.33248 -3.61018 2.78429 0.100
H 0.40893 -3.86338 2.98465 0.116
H -0.34692 -4.36807 1.48227 0.101
C -4.13403 -0.82639 1.10312 0.011
N -3.75128 -2.01373 0.34197 -0.094
C -4.35847 -3.24577 0.46035 -0.001
C -3.77356 -4.06468 -0.43966 -0.003
N -2.81559 -3.32244 -1.09541 -0.111
C -1.96400 -3.82597 -2.17168 -0.005
C -2.80757 -2.07178 -0.60462 -0.617
Se -1.72479 -0.70494 -1.32530 0.799
H -5.09314 -1.02337 1.57259 0.109
H -4.22753 0.01743 0.42391 0.088
H -3.38824 -0.61417 1.86366 0.084
H -5.15375 -3.41884 1.16330 0.142
H -3.95863 -5.09572 -0.68299 0.141
H -2.27976 -4.83846 -2.40399 0.105
H -0.92413 -3.82922 -1.85184 0.091
H -2.07273 -3.20193 -3.05446 0.092
O 1.35287 -0.09175 -1.13426 -0.714
S 1.79292 -0.95874 -2.34749 1.060
C 3.09218 0.05494 -3.06409 -0.289
C 4.27533 -0.08791 -2.11731 -0.214
C 4.39851 -1.58684 -1.85049 -0.191
C 2.97968 -2.15298 -1.66531 -0.272
H 2.69059 1.05776 -3.20264 0.106
H 3.29348 -0.38328 -4.04582 0.116
H 4.07961 0.46514 -1.19708 0.095
H 5.17846 0.32468 -2.56420 0.133
H 5.00860 -1.79953 -0.97472 0.126
H 4.87226 -2.07473 -2.70215 0.124
H 2.67386 -2.28399 -0.62820 0.076
H 2.81275 -3.09519 -2.18658 0.102